The following is a DFT calculation (the ωB97M-V functional and the def2-TZVPD basis) of a molecular structure, C38H43ClN8OPtSSi in a non-equilibrium geometry.

XYZ file:
```
94
Properties=species:S:1:pos:R:3:lowdin_charge:R:1
Pt -0.00416 -0.48336 -1.13922 0.93
C 4.92009 -3.55820 0.89838 -0.09
C 4.81154 -3.38707 -0.62145 -0.25
C 3.99187 -2.19048 -0.97159 -0.61
N 2.72269 -2.10628 -0.82681 0.03
N 2.20071 -0.89881 -1.16430 -0.14
C 3.08949 -0.03898 -1.60233 -0.71
N 2.76455 1.16979 -2.07782 0.14
S 4.69722 -0.69179 -1.58650 1.09
H 5.49808 -4.45053 1.13934 0.07
H 3.92534 -3.65544 1.33127 0.07
H 5.41282 -2.69629 1.35088 0.07
H 4.33087 -4.26542 -1.05421 0.11
H 5.80271 -3.29352 -1.06532 0.10
H 1.80480 1.46634 -1.93471 0.06
H 3.45858 1.88559 -2.19635 0.10
C -1.74313 -0.45905 1.89928 -0.02
C -1.58636 -1.84056 1.37053 -0.35
N -1.01194 -2.17522 0.23311 0.02
C -1.05084 -3.54671 0.14885 -0.11
C -1.65877 -4.05379 1.24989 -0.04
N -1.99464 -2.96433 2.02591 -0.02
C -2.72445 -3.02880 3.26691 -0.07
N -4.03556 -3.58897 3.07549 -0.06
N -4.39773 -4.71050 3.74272 0.05
N -5.58899 -5.02644 3.42726 0.07
C -6.06667 -4.11108 2.51518 -0.23
C -7.29730 -4.01736 1.86363 -0.01
C -7.46599 -2.97448 0.98231 -0.08
C -6.44247 -2.04009 0.74112 -0.07
C -5.22169 -2.11595 1.37429 0.00
C -5.05663 -3.16791 2.27449 -0.16
H -1.47675 0.25589 1.11706 0.04
H -1.07588 -0.29046 2.74879 0.10
H -2.76530 -0.25809 2.22666 0.07
H -0.62707 -4.06810 -0.69189 0.09
H -1.88945 -5.06189 1.55044 0.12
H -2.79404 -2.02323 3.67819 0.14
H -2.22160 -3.67732 3.98233 0.14
H -8.07463 -4.74449 2.05519 0.11
H -8.40284 -2.86551 0.45220 0.10
H -6.61879 -1.23953 0.03473 0.11
H -4.43523 -1.40291 1.16583 0.10
Cl 3.90543 -3.92261 -4.45278 0.67
C 2.44668 -3.03398 -4.15017 -0.67
C 2.39229 -1.68161 -4.45797 -0.11
C 1.25817 -0.96018 -4.14865 -0.06
C 0.16351 -1.55933 -3.50164 -0.35
C -0.94203 -0.76051 -3.00005 -0.17
C 0.21463 -2.94954 -3.30337 -0.05
C 1.34599 -3.67981 -3.60782 -0.11
H 3.23914 -1.20302 -4.93229 0.11
H 1.21766 0.09828 -4.37735 0.11
H -1.87494 -1.29272 -2.83380 0.07
H -1.06889 0.21624 -3.45873 0.07
H -0.65126 -3.44865 -2.88408 0.10
H 1.38400 -4.74487 -3.42147 0.11
C -1.51432 3.34083 2.34535 -0.09
C -0.99052 4.01922 1.07533 -0.60
C -2.17119 4.27958 0.13393 -0.10
C -0.33194 5.35300 1.44354 -0.09
Si 0.25271 2.84493 0.20769 0.42
O -0.48409 1.54499 -0.32167 -0.45
C 1.04415 3.76532 -1.26317 -0.23
C 2.34158 4.28348 -1.28394 -0.11
C 2.86441 4.88366 -2.42259 -0.10
C 2.09493 4.98014 -3.57333 -0.10
C 0.80294 4.47286 -3.57744 -0.09
C 0.29095 3.87162 -2.43640 -0.10
C 1.63342 2.40077 1.44349 -0.20
C 1.77336 1.06460 1.82114 -0.11
C 2.79115 0.64470 2.66617 -0.09
C 3.69524 1.56941 3.16928 -0.10
C 3.56132 2.90935 2.83286 -0.09
C 2.54086 3.31646 1.98342 -0.11
H -2.18245 4.01609 2.89147 0.08
H -0.69667 3.05633 3.01366 0.08
H -2.07586 2.43951 2.08886 0.06
H -2.95667 4.83640 0.65748 0.08
H -2.59523 3.33789 -0.22338 0.07
H -1.86565 4.86623 -0.73617 0.07
H -1.08456 6.06085 1.80906 0.08
H 0.16300 5.80504 0.57960 0.07
H 0.40765 5.22221 2.23694 0.07
H 2.95937 4.21267 -0.39541 0.09
H 3.87450 5.27678 -2.41182 0.10
H 2.50064 5.44649 -4.46243 0.10
H 0.19464 4.54113 -4.47126 0.10
H -0.71096 3.45518 -2.45096 0.10
H 1.06248 0.33817 1.44273 0.06
H 2.87639 -0.40367 2.93060 0.10
H 4.49306 1.25150 3.82917 0.10
H 4.25477 3.64070 3.23078 0.10
H 2.45372 4.36927 1.73787 0.09
```

## Properties
- Gap between HOMO and LUMO (alpha / beta): 6.8 / 6.9 eV

***

The following is a DFT calculation (the ωB97M-V functional and the def2-TZVPD basis) of a molecular structure, C38H43N2P2S2Sm.

XYZ file:
```
88
Properties=species:S:1:pos:R:3:lowdin_charge:R:1
Sm -0.31521 -0.12469 -0.78625 1.18
C -1.95771 0.95221 2.19390 -0.17
C -1.29599 -0.38089 2.49736 -0.16
N -0.03906 -0.57206 1.73789 -0.19
C 1.16201 0.08363 2.29459 -0.25
C 1.20788 1.59975 2.16956 -0.41
S 0.87166 2.25173 0.49995 0.88
C -0.61034 3.29158 0.71190 -0.40
C -1.94234 2.62051 0.36416 -0.26
N -1.96931 1.20341 0.74226 -0.22
H -2.97579 0.94873 2.59466 0.14
H -1.44679 1.77194 2.69221 0.10
H -1.12061 -0.47887 3.57484 0.14
H -1.96294 -1.19825 2.20801 0.12
H 0.15914 -1.57067 1.75302 0.09
H 1.27647 -0.16617 3.35755 0.14
H 2.02286 -0.35055 1.77723 0.12
H 0.53217 2.09461 2.86301 0.08
H 2.21342 1.92873 2.43456 0.09
H -0.58212 3.66294 1.73611 0.09
H -0.45963 4.16296 0.07453 0.09
H -2.75009 3.18844 0.84334 0.14
H -2.12758 2.66738 -0.71427 0.10
H -2.81576 0.80526 0.33335 0.03
C 1.66066 -1.96996 -3.31886 -0.39
C 0.43030 -2.63643 -2.67918 -0.39
P 0.70981 -2.87810 -0.86391 0.96
C 2.17205 -3.90097 -0.79814 -0.40
C 2.25780 -5.09459 -1.51864 -0.09
C 3.41282 -5.85299 -1.45704 -0.05
C 4.48393 -5.42732 -0.68209 -0.04
C 4.40659 -4.24079 0.03344 -0.05
C 3.25034 -3.47763 -0.02516 -0.09
C -0.74674 -3.75976 -0.26522 -0.37
C -1.92300 -3.01334 -0.17716 -0.16
C -3.09224 -3.57261 0.31029 -0.06
C -3.08500 -4.89511 0.73885 -0.04
C -1.91598 -5.63707 0.68214 -0.05
C -0.74796 -5.07716 0.18351 -0.06
P 1.88819 -0.23125 -2.76251 0.99
C 0.55960 0.67625 -3.64039 -0.43
C 0.08049 0.31324 -4.90338 -0.07
C -0.84905 1.10433 -5.55277 -0.03
C -1.31627 2.27643 -4.96494 -0.03
C -0.84811 2.66007 -3.72079 -0.07
C 0.07526 1.85357 -3.06569 -0.22
C 3.37164 0.40727 -3.57337 -0.37
C 4.28575 -0.45048 -4.17955 -0.08
C 5.41769 0.06631 -4.79213 -0.06
C 5.64341 1.43390 -4.79312 -0.05
C 4.73742 2.28824 -4.17817 -0.06
C 3.60762 1.77940 -3.56571 -0.09
H 1.61374 -2.02743 -4.40932 0.09
H 2.55670 -2.52075 -3.01723 0.07
H 0.25297 -3.62282 -3.12636 0.11
H -0.49733 -2.07663 -2.86520 0.03
H 1.42595 -5.43833 -2.12242 0.12
H 3.48085 -6.77894 -2.01052 0.12
H 5.38382 -6.02339 -0.63691 0.12
H 5.24124 -3.91008 0.63419 0.12
H 3.19228 -2.54914 0.52992 0.09
H -2.00558 -1.96544 -0.51306 0.00
H -3.99776 -2.98478 0.34186 0.11
H -3.98958 -5.34640 1.12097 0.12
H -1.91001 -6.66149 1.02650 0.12
H 0.15697 -5.66598 0.15227 0.10
H 0.44668 -0.57584 -5.39889 0.11
H -1.20911 0.81733 -6.53041 0.12
H -2.03861 2.88771 -5.48611 0.12
H -1.19875 3.57541 -3.26484 0.12
H 0.48086 2.20123 -2.11107 0.04
H 4.13356 -1.52070 -4.18975 0.10
H 6.12081 -0.60191 -5.26813 0.12
H 6.52453 1.83699 -5.27070 0.12
H 4.91486 3.35484 -4.17680 0.12
H 2.90879 2.46008 -3.09394 0.10
S -2.71266 0.02087 -1.92490 0.59
C -3.39282 -1.37327 -2.79820 -0.64
C -2.73015 -1.97405 -3.85876 -0.14
C -3.29247 -3.06351 -4.50627 -0.07
C -4.52273 -3.55714 -4.10454 -0.07
C -5.19395 -2.94629 -3.05427 -0.07
C -4.63400 -1.86027 -2.40432 -0.13
H -1.78844 -1.57182 -4.20153 0.07
H -2.77033 -3.51814 -5.33707 0.11
H -4.96466 -4.40109 -4.61400 0.11
H -6.16273 -3.31028 -2.74412 0.11
H -5.17021 -1.37982 -1.59692 0.10
```

## Properties
- <S²>: 8.766
- Net charge: +2
- ΔE to the lowest compared entry with this formula, charge and spin: 0.0 kJ/mol
- Gap between HOMO and LUMO (alpha / beta): 6.4 / 7.8 eV
- 2S+1: 6

***

The following is a DFT calculation (the ωB97M-V functional and the def2-TZVPD basis) of a molecular structure, C38H43N4PS3ScSi2.

XYZ file:
```
92
Properties=species:S:1:pos:R:3:lowdin_charge:R:1
Sc 0.56887 -0.15152 -0.58517 0.77
C -1.57191 4.48297 0.50036 -0.16
Si -0.87325 2.77765 0.76741 0.43
C 0.45763 2.95413 2.08016 -0.16
C -2.19292 1.63083 1.44148 -0.16
C -0.15074 1.95084 -0.76034 -0.44
C 1.23564 2.32148 -1.12469 -0.41
C 1.81252 3.60301 -1.10895 -0.01
C 3.10384 3.77984 -1.55433 -0.02
C 3.84026 2.67897 -2.00790 -0.05
C 3.24796 1.44734 -1.96535 -0.12
N 1.98894 1.26172 -1.52662 -0.02
Si -1.23133 2.10297 -2.31009 0.44
C -1.57656 3.86081 -2.81759 -0.16
C -0.26469 1.32668 -3.72157 -0.19
C -2.81331 1.17424 -1.97827 -0.16
H -1.96228 4.85964 1.45324 0.05
H -2.39050 4.49538 -0.22565 0.03
H -0.80886 5.18960 0.15804 0.03
H -0.00965 3.14562 3.05295 0.05
H 1.13665 3.79132 1.87009 0.04
H 1.06272 2.05315 2.18810 -0.02
H -2.32110 1.79593 2.51703 0.04
H -1.92621 0.58100 1.29383 0.01
H -3.16657 1.78824 0.96510 0.04
H 1.21736 4.44239 -0.77245 0.11
H 3.54540 4.77059 -1.56692 0.12
H 4.85099 2.78539 -2.37799 0.12
H 3.78359 0.56894 -2.30980 0.12
H -0.79581 4.54853 -2.47370 0.03
H -2.53376 4.21640 -2.42801 0.03
H -1.61574 3.92408 -3.90917 0.04
H 0.45675 2.04508 -4.12920 0.05
H -0.94551 1.03173 -4.52755 0.04
H 0.29823 0.43304 -3.44156 -0.01
H -3.53562 1.80362 -1.44722 0.04
H -2.64200 0.28162 -1.37137 0.01
H -3.27908 0.86004 -2.92009 0.04
N 2.52222 -1.64333 -0.91428 0.03
C 2.57502 -2.66229 0.11464 -0.34
C 2.81230 -3.98651 -0.20616 -0.02
C 2.82370 -4.94344 0.79901 -0.05
C 2.59603 -4.57617 2.11784 -0.05
C 2.35622 -3.24685 2.43289 -0.06
C 2.35080 -2.27940 1.43376 -0.33
P 2.00114 -0.51898 1.73230 1.06
C 1.26562 -0.48944 3.38086 -0.39
C -0.08042 -0.85258 3.47592 -0.10
C -0.70541 -0.87839 4.71135 -0.06
C 0.00828 -0.53042 5.85266 -0.06
C 1.34008 -0.15239 5.75728 -0.06
C 1.97361 -0.12850 4.52100 -0.07
C 3.65262 0.22622 1.85125 -0.36
C 4.72972 -0.49551 2.37120 -0.08
C 5.98528 0.08692 2.43940 -0.06
C 6.17876 1.38579 1.98118 -0.06
C 5.11175 2.10943 1.46852 -0.06
C 3.85057 1.53137 1.40152 -0.09
H 3.31241 -1.01201 -0.81151 0.08
H 2.60809 -2.07586 -1.82574 0.11
H 2.97649 -4.27681 -1.23867 0.12
H 3.01229 -5.97919 0.54591 0.12
H 2.59048 -5.32665 2.89888 0.12
H 2.15317 -2.96101 3.45793 0.12
H -0.63520 -1.12595 2.58312 0.08
H -1.74617 -1.16786 4.78763 0.12
H -0.47880 -0.54992 6.81974 0.11
H 1.89147 0.12499 6.64662 0.11
H 3.00950 0.17834 4.44933 0.11
H 4.58675 -1.51102 2.72283 0.11
H 6.81568 -0.47407 2.85156 0.11
H 7.16635 1.82938 2.02266 0.11
H 5.25929 3.12596 1.12320 0.11
H 3.01518 2.10680 1.01637 0.08
S -3.79142 -1.47841 -5.27548 0.64
C -3.26245 -1.99587 -3.80694 -1.08
S -1.61053 -1.75264 -3.30263 0.97
C -1.97601 -2.33695 -1.70985 -1.09
N -3.18013 -2.73978 -1.57908 0.03
N -3.89559 -2.60274 -2.75656 -0.12
C -5.25495 -3.09171 -2.71610 -0.18
C -5.87331 -3.23261 -1.47443 -0.03
C -7.16433 -3.72602 -1.40233 -0.08
C -7.84914 -4.07981 -2.55696 -0.08
C -7.22811 -3.92839 -3.78578 -0.07
C -5.93277 -3.43609 -3.87605 -0.05
S -0.81352 -2.28780 -0.40853 0.57
H -5.34037 -2.95965 -0.57764 0.10
H -7.63684 -3.83303 -0.43302 0.11
H -8.85617 -4.47197 -2.49752 0.11
H -7.74994 -4.19557 -4.69637 0.11
H -5.46927 -3.32493 -4.84294 0.05
```

## Properties
- Net charge: +1
- ΔE to the lowest compared entry with this formula, charge and spin: 10.5 kJ/mol
- Gap between HOMO and LUMO: 6.6 eV